Formula: C8H16N2O
Source: the Open Molecules 2025 dataset
Level of theory: ωB97M-V/def2-TZVPD

```
! wB97M-V def2-TZVPD RIJCOSX def2/J DEFGRID3
* xyz 0 1
C -1.079 1.339 0.705
C -0.103 1.870 -0.293
C 1.543 1.650 -0.201
C 1.994 0.279 0.308
C 1.589 -0.778 -0.686
C 0.908 -1.923 0.026
C -0.424 -1.660 0.727
C -1.473 -1.088 -0.256
H -1.856 2.208 0.969
H -0.379 1.055 1.559
H -0.528 1.301 -1.286
H -0.311 3.037 -0.273
H 1.868 1.750 -1.310
H 1.860 2.546 0.407
H 3.083 0.270 0.465
H 1.452 0.255 1.182
H 0.668 -0.332 -1.327
H 2.388 -1.066 -1.505
H 0.619 -2.752 -0.772
H 1.661 -2.265 0.690
H -0.755 -2.590 1.223
H -0.354 -0.954 1.627
H -2.415 -1.681 -0.543
H -0.961 -0.995 -1.188
N -3.213 0.594 -0.001
N -1.892 0.199 0.223
O -3.890 -0.272 -0.471
*
```

Output
Energy above the lowest of the compared OMol25 structures with the same formula, charge and spin   483.4 kJ/mol
Highest occupied orbital energy   -9.09 eV
Orbital gap   0.3693 hartree

---

Formula: C8H16N2O
Source: the Open Molecules 2025 dataset
Level of theory: ωB97M-V/def2-TZVPD

```
! wB97M-V def2-TZVPD RIJCOSX def2/J DEFGRID3
* xyz 2 1
C 8.039 -6.300 7.962
C 4.684 -6.470 8.674
C 8.011 -4.589 9.603
C 3.557 -6.796 9.658
C -8.052 6.574 -9.151
C -6.671 6.096 -9.197
C -5.829 5.872 -10.345
C -5.203 7.225 -10.072
N 6.905 -6.875 7.993
N 5.923 -6.799 8.697
O 8.493 -5.160 8.544
H 8.657 -6.658 7.190
H 4.214 -5.992 7.866
H 8.588 -3.895 10.118
H 7.006 -4.861 9.925
H 2.975 -7.593 9.118
H 3.841 -7.210 10.680
H 2.825 -6.053 9.867
H -8.304 7.150 -8.281
H -8.581 5.614 -9.131
H -8.351 7.193 -9.914
H -6.120 5.873 -8.273
H -5.143 5.058 -10.360
H -6.305 5.919 -11.289
H -4.949 7.724 -10.977
H -5.799 7.902 -9.426
H -4.410 7.050 -9.478
*
```

Output
Energy above the lowest of the compared OMol25 structures with the same formula, charge and spin   465.6 kJ/mol
Highest occupied orbital energy   -14.53 eV
Orbital gap   0.2673 hartree

---

Formula: C8H16N2O2S2
Source: the Open Molecules 2025 dataset
Level of theory: ωB97M-V/def2-TZVPD

```
! wB97M-V def2-TZVPD RIJCOSX def2/J DEFGRID3
* xyz 0 1
C -3.227 -2.025 -1.239
N -2.879 -1.122 -0.170
C -1.797 -1.308 0.606
O -1.064 -2.275 0.498
C -1.534 -0.252 1.672
C -2.121 1.129 1.452
H -3.210 1.141 1.493
H -1.740 1.816 2.206
S -1.697 1.859 -0.190
S 0.338 1.660 -0.249
C 0.525 0.307 -1.479
C 1.373 -0.823 -0.923
C 2.610 -0.244 -0.261
O 2.758 0.954 -0.103
N 3.512 -1.159 0.138
H 3.311 -2.137 0.009
C 4.734 -0.806 0.821
H 4.763 0.279 0.897
H 5.602 -1.154 0.258
H 4.758 -1.240 1.822
H 0.809 -1.405 -0.188
H 1.666 -1.499 -1.730
H -0.470 -0.036 -1.753
H 1.009 0.762 -2.343
H -0.448 -0.170 1.767
H -1.907 -0.653 2.619
H -3.394 -0.259 -0.112
H -2.541 -2.869 -1.196
H -3.137 -1.532 -2.210
H -4.250 -2.383 -1.116
*
```

Output
Energy above the lowest of the compared OMol25 structures with the same formula, charge and spin   0.0 kJ/mol
Highest occupied orbital energy   -8.33 eV
Orbital gap   0.3308 hartree

---

Formula: C8H16N2PPmS
Source: the Open Molecules 2025 dataset
Level of theory: ωB97M-V/def2-TZVPD

```
! wB97M-V def2-TZVPD RIJCOSX def2/J DEFGRID3
* xyz 0 5
C -1.295 2.892 -2.624
C -0.023 3.503 -2.373
C 0.994 2.615 -2.841
C 0.371 1.573 -3.592
C -1.042 1.652 -3.339
Pm -0.721 -0.185 0.931
P -3.271 0.564 -0.097
H -2.270 3.313 -2.357
H 0.169 4.483 -1.931
H 2.070 2.743 -2.692
H -1.795 0.913 -3.635
H 0.898 0.766 -4.086
H -3.985 -0.085 -1.162
H -4.140 1.678 0.161
H -3.694 -0.296 1.020
C 1.911 -0.927 3.319
N 1.555 -0.485 1.935
C 1.389 -1.391 0.871
S 1.348 -0.710 -0.697
N 0.435 -2.401 1.131
C 0.643 -3.465 2.153
H 0.998 -1.210 3.864
H 2.359 -0.054 3.815
H 2.670 -1.734 3.293
H 2.166 0.280 1.598
H 0.230 -2.839 0.208
H -0.120 -3.356 2.925
H 0.497 -4.417 1.639
H 1.653 -3.416 2.565
*
```

Output
Energy above the lowest of the compared OMol25 structures with the same formula, charge and spin   0.0 kJ/mol
Highest occupied orbital energy (spin up / spin down)   -5.11 / -5.11 eV
Orbital gap (spin up / spin down)   0.1459 / 0.1448 hartree
⟨S²⟩   6.105

---

Formula: C8H16N2Si
Source: the Open Molecules 2025 dataset
Level of theory: ωB97M-V/def2-TZVPD

```
! wB97M-V def2-TZVPD RIJCOSX def2/J DEFGRID3
* xyz 0 1
C 4.080 -0.286 -1.374
C 5.160 -0.533 -0.611
C 3.500 0.037 0.830
C -2.239 2.811 -1.241
C -1.551 -2.156 -1.180
C -0.564 -1.180 1.645
C -1.895 1.265 -1.407
C -2.425 0.635 -0.051
N 3.054 -0.158 -0.425
N 4.817 -0.308 0.702
Si -1.665 -1.090 0.174
H 3.940 -0.332 -2.426
H 6.128 -0.511 -0.922
H -3.199 2.840 -0.660
H -1.443 3.310 -0.619
H -2.366 3.394 -2.220
H -0.988 -3.069 -1.176
H 2.125 -0.043 -0.637
H -2.131 -2.012 -2.028
H 0.350 -0.491 1.472
H -1.132 -0.699 2.460
H -0.098 -2.013 2.060
H -2.488 0.950 -2.234
H -0.823 1.191 -1.396
H -3.476 0.619 -0.253
H -2.313 1.181 0.884
H 5.505 -0.379 1.423
*
```

Output
Energy above the lowest of the compared OMol25 structures with the same formula, charge and spin   484.1 kJ/mol
Highest occupied orbital energy   -7.81 eV
Orbital gap   0.3123 hartree

---

Formula: C8H16N2Si
Source: the Open Molecules 2025 dataset
Level of theory: ωB97M-V/def2-TZVPD

```
! wB97M-V def2-TZVPD RIJCOSX def2/J DEFGRID3
* xyz 0 1
C 4.107 -1.491 -0.011
C 4.557 -0.228 0.078
C 2.331 -0.282 0.006
C -3.187 -1.779 0.193
C 0.238 1.423 -1.724
C 0.314 1.546 1.491
C -2.201 -0.555 0.021
C -0.721 -0.992 0.245
N 2.757 -1.495 0.076
N 3.470 0.604 0.031
Si 0.473 0.406 -0.059
H 4.550 -2.494 0.122
H 5.531 0.201 0.327
H -3.028 -2.484 -0.587
H -2.999 -2.311 1.152
H -4.183 -1.487 0.360
H -0.460 2.167 -1.399
H 1.035 2.010 -2.019
H -0.125 1.034 -2.585
H 0.415 0.997 2.532
H 1.112 2.311 1.486
H -0.588 2.108 1.609
H -2.550 -0.139 -0.968
H -2.318 0.177 0.935
H -0.469 -1.813 -0.609
H -0.488 -1.330 1.285
H 3.612 1.567 -0.305
*
```

Output
Energy above the lowest of the compared OMol25 structures with the same formula, charge and spin   208.3 kJ/mol
Highest occupied orbital energy   -8.57 eV
Orbital gap   0.3424 hartree

---

Formula: C8H16N3O3
Source: the Open Molecules 2025 dataset
Level of theory: ωB97M-V/def2-TZVPD

```
! wB97M-V def2-TZVPD RIJCOSX def2/J DEFGRID3
* xyz 1 1
C 1.776 2.275 -0.325
C 0.257 -0.954 -1.023
C -1.196 0.804 0.995
C 3.021 2.821 0.417
C -0.907 1.058 2.387
C -2.648 0.697 0.590
C 0.431 -3.064 -2.009
C -1.118 -2.700 -0.205
N -0.055 -0.198 0.017
N -0.167 -2.141 -1.040
N -0.254 1.284 0.045
O 1.587 2.015 -1.484
O 1.267 -0.621 -1.778
O 0.859 1.986 0.588
H 3.044 2.322 1.383
H 3.904 2.861 -0.272
H 2.937 3.863 0.685
H 0.147 1.184 2.680
H -1.418 0.499 3.078
H -1.491 1.946 2.690
H -2.726 -0.234 -0.142
H -2.908 1.488 -0.083
H -3.388 0.680 1.415
H 1.164 -2.423 -2.652
H 0.908 -3.842 -1.350
H -0.274 -3.453 -2.740
H -1.974 -2.109 -0.209
H -1.360 -3.584 -0.675
H -0.832 -2.767 0.811
H 1.417 0.308 -1.795
*
```

Output
Energy above the lowest of the compared OMol25 structures with the same formula, charge and spin   329.2 kJ/mol
Highest occupied orbital energy   -13.35 eV
Orbital gap   0.3637 hartree

---

Formula: C8H16N3S2
Source: the Open Molecules 2025 dataset
Level of theory: ωB97M-V/def2-TZVPD

```
! wB97M-V def2-TZVPD RIJCOSX def2/J DEFGRID3
* xyz 1 1
C -0.651 2.321 0.404
C 0.041 1.191 0.167
C 3.992 2.319 -0.218
C -1.785 -0.279 -0.969
C -1.196 -0.495 1.346
C -2.110 -1.682 -1.137
C -1.551 -1.976 1.459
C 4.673 1.306 -0.974
N 3.969 3.357 0.325
N -2.856 -3.916 0.183
N -0.662 -0.100 0.032
S 1.704 1.055 -0.165
S -3.026 -2.445 0.293
H -1.620 2.518 0.525
H 0.052 3.222 0.370
H -1.396 0.212 -1.894
H -2.568 0.395 -0.540
H -1.984 0.245 1.755
H -0.429 -0.315 2.121
H -2.819 -1.650 -1.977
H -1.192 -2.233 -1.545
H -0.891 -2.678 1.024
H -1.753 -2.241 2.514
H 4.044 1.285 -1.877
H 4.438 0.397 -0.417
H 5.659 1.439 -1.075
H 3.329 3.974 0.667
H -3.562 -4.540 -0.031
H 0.154 -0.688 -0.366
*
```

Output
Energy above the lowest of the compared OMol25 structures with the same formula, charge and spin   461.0 kJ/mol
Highest occupied orbital energy   -11.17 eV
Orbital gap   0.2653 hartree

---

> What is the energy above the lowest of the compared OMol25 structures with the same formula, charge and spin in the seventh record?

329.2 kJ/mol

---

> Among the records above, which one has the highest energy above the lowest of the compared OMol25 structures with the same formula, charge and spin?

number 5

---

> energy above the lowest of the compared OMol25 structures with the same formula, charge and spin of number 3 (C8H16N2O2S2)?

0.0 kJ/mol

---

> energy above the lowest of the compared OMol25 structures with the same formula, charge and spin of number 3 (C8H16N2O2S2)?

0.0 kJ/mol